Here is a 10-piece molecular cluster, C5H29NO10 overall in a non-equilibrium geometry from OMol25. Energies are from the ωB97M-V functional and the def2-TZVPD basis.

Last column: Löwdin charge in e.
Positions of all 45 atoms, in Å:
O: 0.68634 -3.67852 0.59987  -0.0792
O: 0.48638 2.85353 0.39053  -0.0868
O: 0.91910 -2.26736 -2.64465  0.0089
O: 3.30548 2.57721 1.24860  -0.0562
O: 1.76389 0.52098 0.26355  -0.1527
O: -2.08940 5.25504 0.94364  -0.0559
O: 1.30845 -2.03291 2.66182  -0.0293
O: 2.90454 -0.73238 -1.76834  -0.0857
O: 2.48035 5.09080 0.56830  -0.0337
O: -1.39981 -4.22489 -1.05129  -0.1526
N: -1.97757 -0.39903 0.71551  -0.1099
C: -0.77616 -0.47328 -2.12814  -0.1156
C: -2.61458 -0.43530 2.03503  -0.1276
C: -2.25548 -0.70056 -1.73751  -0.2261
C: -0.22156 -1.90281 -2.39365  -0.1870
C: -2.53820 -1.24475 -0.37583  -0.2087
H: 4.06197 2.64057 0.67728  0.0522
H: -0.87994 -2.75613 -2.41158  0.0866
H: -0.27566 0.20574 -1.38278  0.1143
H: 0.96042 2.04519 0.10003  -0.0140
H: -3.60746 -1.21947 -0.29949  0.1103
H: 2.16878 -1.23945 -2.26825  0.0394
H: -1.26554 4.80265 0.80954  -0.0112
H: 2.86047 3.44189 1.20260  0.0083
H: -2.82631 -1.27533 -2.54542  0.1385
H: 1.35572 -1.35291 1.99323  0.0259
H: -1.90115 -0.48696 2.81575  0.0534
H: -3.14730 -1.35126 2.23259  0.0613
H: 1.56683 5.05439 0.80862  0.0231
H: 0.15931 2.65411 1.28164  0.0532
H: -0.57393 0.10915 -3.03692  0.1233
H: 2.45247 4.93580 -0.38230  0.0661
H: 0.83754 -3.38714 1.53815  0.0324
H: -2.61044 0.27002 -2.06551  0.1021
H: 2.51741 1.12773 0.67498  0.0640
H: 3.64516 -1.29112 -1.54084  0.0479
H: 1.15973 -1.74181 3.54356  0.0442
H: 2.30877 0.15225 -0.48487  0.0007
H: -0.48280 -4.43702 -1.46569  0.0790
H: -0.99355 -0.46351 0.80986  0.0597
H: -2.58310 5.11484 0.11729  0.0482
H: -0.96622 -3.85926 -0.21319  0.0210
H: -2.13150 -2.30543 -0.24092  0.1135
H: 1.57726 -3.97885 0.34769  0.0680
H: -3.36874 0.38554 2.05752  0.0870

Output
HOMO energy = -0.3094 Eh
SMILES = CNCCCC=O.O.O.O.O.O.O.O.O.O
spin multiplicity = 1
total energy = -27619.41268 eV
frontier orbital gap = 8.661 eV
net charge = 0